Entry from the OMol25 dataset: a gas-phase ion, C17H21BrF11N2O4S (charge +1) (ωB97M-V/def2-TZVPD).

```
57
Properties=species:S:1:pos:R:3:forces:R:3
Br -2.970480 -1.457291 1.292683 -0.17 -0.13 0.19
S -0.629374 3.305706 3.757509 -0.01 -0.29 -0.29
F -1.612272 3.404881 4.980724 -0.08 0.10 0.08
F -3.423402 -3.442516 -2.212498 0.11 -0.10 0.16
F -0.443860 4.861207 3.714433 -0.04 0.13 -0.03
F 0.385934 3.156065 2.522269 0.00 -0.06 -0.10
F -1.129028 4.667444 0.900900 -0.05 -0.11 -0.20
F -0.744788 1.714020 3.800194 -0.05 -0.14 -0.12
F 0.587152 3.200077 4.732825 0.13 0.02 0.14
F -2.768726 4.527642 2.932964 -0.07 -0.11 0.07
F -3.109228 3.803585 0.556006 0.04 -0.02 -0.01
F -1.091960 -2.994053 -3.095054 0.06 -0.21 -0.25
F -2.935276 2.369939 2.821845 0.10 0.01 -0.03
O 0.630119 1.021629 -1.500845 0.05 -0.17 -0.05
O 0.915312 0.338458 -4.144696 0.12 0.15 0.01
O 3.177260 -0.882468 -0.302057 -0.22 -0.06 -0.17
O -0.124484 1.986885 -5.019443 0.10 0.14 -0.04
N -1.832843 -2.201907 -1.135061 0.11 0.15 0.13
N -0.305113 0.919363 -4.626908 -0.16 -0.16 0.01
C 0.638071 -0.952768 -3.656995 -0.06 -0.20 -0.02
C -2.671803 -3.443331 -1.065156 -0.32 -0.14 -0.26
C -1.078786 -0.095841 -0.286926 0.14 0.32 -0.01
C -2.128656 3.414187 2.580209 0.04 0.13 0.02
C -0.212027 -0.977735 -2.400831 0.37 0.49 -0.27
C 4.345877 -0.828834 0.509245 0.10 0.04 0.24
C 1.752394 1.063152 -0.574900 -0.07 0.21 0.14
C 2.947448 0.268893 -1.083356 0.22 -0.05 0.06
C -0.196481 -0.019971 -1.386267 0.17 0.26 0.05
C -1.867793 -4.707867 -0.888453 0.28 0.16 0.21
C -1.171456 0.997061 0.748080 -0.02 0.24 0.07
C -1.040935 -2.032431 -2.214621 -0.55 -0.39 0.47
C -1.058572 -4.687257 0.409254 -0.21 0.10 0.02
C -1.262288 2.417141 0.175905 0.30 0.01 -0.03
C 4.272316 0.217917 1.615434 -0.29 0.09 -0.19
C -1.862009 3.535517 1.041413 -0.17 0.02 0.07
C -1.851201 -1.217831 -0.181601 -0.35 -0.58 -0.17
H 0.145982 -1.548682 -4.425625 -0.03 0.02 -0.01
H 1.437640 0.664203 0.386560 0.07 -0.05 0.06
H 5.217541 -0.655097 -0.125330 0.08 -0.05 -0.04
H 4.438207 -1.820594 0.943164 -0.04 -0.09 -0.05
H 3.237847 0.341868 1.940178 -0.02 -0.11 0.11
H 1.988531 2.116632 -0.452213 -0.09 0.08 -0.12
H -0.290223 2.777606 -0.139423 0.11 0.03 0.07
H 1.594993 -1.429316 -3.452945 0.12 0.08 -0.02
H -1.206120 -4.861474 -1.734525 -0.09 -0.16 -0.15
H -0.635297 -5.668885 0.598097 0.09 -0.04 -0.03
H -3.354653 -3.319777 -0.235534 0.00 0.13 0.05
H -2.049819 0.807158 1.347595 -0.05 0.03 0.08
H -0.323872 0.893847 1.415686 0.13 0.12 0.27
H -1.689034 -4.438205 1.262985 -0.02 -0.01 0.06
H 4.624571 1.194187 1.285603 0.08 0.04 0.02
H -2.594702 -5.515452 -0.846532 -0.06 -0.08 -0.16
H 3.826134 0.916161 -1.098382 0.08 0.00 0.03
H -1.874634 2.390820 -0.724082 -0.12 0.12 -0.01
H 4.850159 -0.091582 2.481029 0.15 0.05 0.03
H 2.770690 -0.036451 -2.114245 -0.06 0.05 -0.08
H -0.242983 -3.965636 0.371713 0.08 0.02 -0.01
```
Positions in Å, forces in eV/Å.

Summary:
Molecular weight = 638.31 Da
Total charge = +1
E_LUMO = -4.28 eV
HOMO energy = -0.4736 Eh
SMILES = CCOCCOc1c(CON=O)c(F)[n+]([C@@H](F)CC)c(Br)c1CCC(F)(F)C(F)(F)S(F)(F)(F)(F)F
2S+1 = 1

=====

Entry from the OMol25 dataset: a gas-phase ion, C17H21BrIN2O2 (charge -1) (ωB97M-V/def2-TZVPD).

```
44
Properties=species:S:1:pos:R:3:forces:R:3
I 4.910181 1.207121 -0.639174 -0.29 0.35 0.34
Br 0.887463 2.675506 -3.170513 -0.66 1.84 -3.37
O -0.925766 -3.596002 1.057417 -0.54 0.93 -3.07
O -0.794094 -3.668094 -1.316469 -1.84 0.59 4.38
N 1.192576 1.859055 -0.968114 0.77 -2.82 7.30
N 0.423065 1.172365 2.053923 2.48 1.43 -4.72
C 3.496254 2.772345 -0.072451 -2.28 0.89 0.89
C -1.453228 -3.497647 -0.251738 0.84 -0.26 -3.03
C 0.503052 -3.317651 1.101800 1.32 0.47 2.25
C 2.042698 2.105863 0.166165 -1.97 -0.55 0.12
C -0.394763 0.891818 0.903530 -1.98 -0.55 -0.89
C -4.141572 -0.953657 0.557329 2.13 -0.37 0.53
C -1.778539 0.184963 1.175698 -0.47 -0.05 -2.73
C -2.466415 0.168692 -1.390111 3.50 1.24 2.51
C 3.470538 4.030182 -1.081609 1.05 -0.20 -0.52
C 3.938551 3.687942 -2.578772 0.10 -0.19 -0.38
C -0.051840 1.233489 -0.565429 -1.27 -0.49 0.40
C -3.014077 -3.202374 -0.399733 -0.39 -0.29 1.01
C 1.637383 1.781064 1.628558 -1.42 -0.25 -0.96
C -1.115716 0.865529 -1.674578 -1.96 -1.53 1.95
C -3.697804 -2.486893 0.865642 -1.65 -0.25 -0.27
C -2.805102 -0.191436 0.092229 2.87 1.80 0.31
C 0.745873 -2.465665 2.470828 -0.03 0.22 -1.32
H -4.967027 -0.923854 -0.228319 1.14 0.10 1.11
H -4.454682 -0.518903 1.577381 0.13 -0.47 -1.80
H 3.402997 2.770093 -3.027554 0.77 1.58 0.96
H -3.166801 -0.085436 -2.257294 1.14 0.46 1.46
H 2.396499 2.049376 2.453802 -1.35 -0.55 -1.34
H 0.183036 -1.474179 2.312482 0.76 -1.56 0.62
H -0.854761 1.126481 -2.755981 -0.33 -0.33 1.89
H 2.430992 4.499234 -1.082867 1.35 -0.79 0.02
H 0.890032 -2.657663 0.257983 -0.81 -1.31 0.81
H 5.064990 3.493679 -2.611430 -1.42 0.34 0.20
H 4.248499 4.784820 -0.671229 -1.38 -1.08 -0.53
H 1.860827 -2.187171 2.542246 -1.65 -0.59 -0.03
H -3.525943 -4.224320 -0.567088 0.95 1.47 0.33
H 3.725335 4.553832 -3.297494 0.16 -1.10 1.18
H 1.041006 -4.319092 1.212639 -0.57 1.41 -0.61
H -3.267124 -2.585922 -1.340734 1.06 -1.01 1.41
H -4.687122 -3.060208 1.064824 1.54 0.85 -0.16
H -2.041178 -0.090732 2.261205 0.56 0.60 -1.79
H 0.401466 -3.034559 3.397015 0.43 0.84 -1.28
H 3.812722 3.172168 0.960307 -0.25 -0.91 -1.62
H -3.102477 -2.544159 1.835678 -0.51 0.12 -1.56
```
Positions in Å, forces in eV/Å.

Summary:
Molecular weight = 492.17 Da
Total charge = -1
E_LUMO = 2.00 eV
HOMO energy = -0.1076 Eh
SMILES = CCOC(=O)CCCc1ccc2c(c1)[N-]C=C([C@@H](I)CC)N2Br
2S+1 = 1

=====

Entry from the OMol25 dataset: a molecular structure, C17H21BrMnNO2S2Si (ωB97M-V/def2-TZVPD).

```
46
Properties=species:S:1:pos:R:3:forces:R:3
Br -0.737940 -3.911229 0.389579 -0.02 0.10 0.03
Mn -0.395228 -1.458563 0.049169 -0.38 -0.12 0.31
S -2.667174 -0.656121 -0.398652 0.11 0.21 -0.60
S -4.776058 -0.655644 1.706932 -0.04 -0.01 0.11
Si 2.631430 -2.346467 -0.116446 0.10 -0.11 -0.11
O -0.203866 1.029104 0.131177 0.13 -0.15 -0.01
O -5.036349 -1.426255 -0.820263 0.05 0.08 -0.01
N 1.592132 -0.976246 0.155580 0.10 -0.17 -0.16
C 2.783549 2.981561 1.062974 0.02 0.01 0.01
C 2.724276 -3.506026 1.366678 0.02 0.14 -0.01
C -2.030864 3.728657 -1.521172 -0.01 0.02 -0.01
C -6.426241 -1.642002 -0.603272 -0.01 -0.03 0.02
C -1.081297 2.747025 -1.286994 0.04 -0.08 0.08
C 1.108700 1.376126 0.434816 0.05 0.14 -0.02
C 2.056095 -3.236939 -1.685214 0.00 0.06 0.07
C 3.326951 0.649155 0.824589 0.11 0.00 0.09
C 1.468657 2.676656 0.728282 -0.05 -0.05 0.00
C 3.704686 1.951754 1.112080 -0.01 0.05 0.00
C -3.020734 3.291480 0.624172 -0.02 -0.02 0.07
C 2.020491 0.294823 0.452871 -0.05 0.15 0.13
C -1.112079 2.052740 -0.088590 -0.05 0.08 -0.01
C -2.069912 2.314382 0.874141 0.04 -0.01 -0.03
C -4.249569 -0.966653 0.167937 0.09 -0.25 0.19
C 4.453259 -1.990940 -0.529588 -0.11 -0.12 -0.04
C -3.001579 4.001298 -0.566751 -0.03 0.05 -0.05
H 3.487408 -3.147132 2.063864 0.02 0.00 0.00
H 4.078704 -0.118483 0.909332 -0.09 -0.03 -0.01
H -3.752307 4.757658 -0.758226 0.00 0.00 0.00
H 3.062921 4.001396 1.292280 0.00 0.00 0.00
H 2.160305 -4.318588 -1.577802 0.03 -0.01 -0.01
H 1.781607 -3.586302 1.904979 -0.04 0.00 -0.08
H 4.577224 -1.242938 -1.314764 -0.02 0.04 0.00
H 1.017934 -3.053909 -1.961612 -0.02 0.01 0.08
H -6.746857 -1.200153 0.337415 -0.03 0.01 -0.04
H 5.079223 -1.713119 0.317699 -0.01 -0.02 0.03
H -2.020763 4.273185 -2.456864 0.00 0.00 -0.01
H -6.948283 -1.192547 -1.447150 -0.01 -0.01 0.00
H 3.006958 -4.510428 1.042146 0.03 -0.01 0.01
H 4.841403 -2.941085 -0.912737 0.02 0.01 -0.05
H 0.716775 3.453159 0.701678 0.01 0.02 0.00
H -6.609199 -2.717279 -0.588784 0.00 0.01 0.03
H -0.321833 2.501252 -2.018030 0.00 0.01 -0.01
H -3.793985 3.477365 1.358295 0.00 0.01 0.00
H -2.095333 1.719836 1.776924 0.00 -0.01 -0.01
H 2.682073 -2.909181 -2.520490 0.02 -0.01 -0.01
H 4.734679 2.145621 1.387806 -0.01 0.03 0.00
```
Positions in Å, forces in eV/Å.

Summary:
Molecular weight = 498.42 Da
Total charge = -1
E_LUMO (spin up / spin down) = 2.85 / 2.81 eV
HOMO energy (spin up / spin down) = -0.1686 / -0.1766 Eh
ΔE to the lowest compared entry with this formula, charge and spin = 122.14 kJ/mol
Expectation value of S² = 8.757
2S+1 = 6